1.
C35H46N2O3Pt | ωB97M-V/def2-TZVPD

The geometry in XYZ format:
```
87
Properties=species:S:1:pos:R:3:forces:R:3
Pt 0.1109 -0.3568 0.5823 -2.4708 0.2088 -1.5275
C 3.9207 0.0725 2.2298 -0.2510 -0.2421 -0.2315
C 3.0766 -1.1847 2.0312 -0.0312 -0.0212 0.5873
C 3.8777 -2.4511 2.3201 -0.0240 0.3110 0.0232
O 2.6013 -1.1802 0.6761 0.3145 -0.1441 -0.2126
C 1.8527 -1.0549 3.0043 1.0957 -0.6952 -0.3723
O 1.8560 -1.6731 4.0557 0.0300 -0.0881 0.3983
O 0.9333 -0.2731 2.6141 -0.6677 0.8285 -0.6918
H 4.7075 0.1179 1.4801 0.1127 -0.0535 -0.0517
H 4.3643 0.0574 3.2225 0.0002 0.0485 0.0928
H 3.2930 0.9530 2.1167 -0.0057 0.1123 0.0437
H 4.8886 -2.3670 1.9225 0.0245 -0.0029 -0.0924
H 3.4029 -3.3242 1.8721 -0.0603 -0.1203 0.0285
H 3.9216 -2.6025 3.3971 0.0260 -0.0320 -0.0600
H 2.4130 -2.0961 0.4296 0.0524 0.1279 0.0261
C -1.0544 -2.9901 3.1623 0.1031 0.3946 -0.0974
C -0.7935 -2.8483 1.6618 0.0967 -0.4278 -0.0036
C 0.2852 -3.8355 1.2022 0.0248 0.3480 0.0257
C -2.0419 -3.0162 0.8314 0.0870 0.4748 -0.2045
C -2.7211 -4.2088 1.0143 -0.1060 0.0692 0.0052
C -3.8602 -4.4984 0.2944 0.0641 0.0674 -0.0328
C -4.2732 -3.6025 -0.6656 -0.0615 -0.0715 0.2318
C -3.6224 -2.3954 -0.9112 0.1213 -0.0655 -0.0852
C -4.2026 -1.6807 -2.1325 -0.1259 0.2229 -0.1070
C -3.2343 -0.9173 -3.0379 -0.0947 -0.1611 0.0301
C -5.4558 -0.8570 -1.7901 0.1050 -0.2322 -0.1150
C -2.5057 -2.0576 -0.1027 -0.5217 -1.2380 0.1282
N -1.8378 -0.8377 -0.2820 1.2686 2.0211 0.6764
C -2.5440 0.2555 -0.4261 0.3194 -0.7088 -0.1105
C -2.1099 1.4850 -1.0048 0.6682 0.7928 0.3160
C -3.1154 2.3648 -1.4569 0.0250 0.0405 0.0094
C -2.8373 3.5068 -2.1632 -0.3379 0.0355 -0.0061
C -1.5060 3.8542 -2.4074 -0.0332 -0.3175 0.1585
C -0.4954 3.0808 -1.9039 0.1714 -0.0806 -0.3006
C -0.7449 1.8784 -1.1968 -0.5509 -0.2725 -0.0257
N 0.2940 1.1629 -0.7346 0.2667 -1.0539 1.0075
C 1.5150 1.7929 -0.4433 0.8149 0.8093 0.2586
C 1.5574 2.7680 0.5771 -0.1120 -0.3776 -0.1270
C 2.7764 3.3496 0.8830 0.1020 0.1158 -0.0483
C 3.9284 2.9964 0.2052 -0.0521 -0.0169 0.0114
C 3.8828 2.0305 -0.7838 -0.0611 0.0859 -0.0463
C 2.6868 1.4164 -1.1227 -0.4305 -0.1302 0.0843
C 2.6019 0.3678 -2.2067 0.0676 -0.1034 -0.0139
C 3.8888 -0.4464 -2.3169 -0.2667 0.0706 0.0905
C 2.2576 1.0331 -3.5445 -0.0847 -0.1593 0.1852
C 0.3295 3.1764 1.3585 -0.1029 0.1116 0.1310
C -0.0063 4.6417 1.0711 -0.0723 -0.1690 -0.0792
C 0.5078 2.9567 2.8630 -0.0633 -0.1826 -0.2060
H -0.1914 -2.6402 3.7234 0.0653 0.0479 0.0545
H -1.2268 -4.0292 3.4318 -0.0605 -0.1524 -0.0761
H -1.9224 -2.4070 3.4618 -0.0580 0.0458 0.0311
H -0.3972 -1.8150 1.4981 -0.2677 -0.6694 0.6838
H -0.0821 -4.8579 1.2653 -0.0492 -0.0463 0.0321
H 1.1533 -3.7491 1.8520 0.1368 -0.0140 0.0393
H 0.5729 -3.6461 0.1671 0.0266 -0.0268 -0.0590
H -2.3484 -4.9212 1.7339 0.0306 -0.0415 0.0954
H -4.3914 -5.4238 0.4518 -0.0551 -0.1061 -0.0074
H -5.1302 -3.8556 -1.2727 -0.0849 0.0121 -0.1005
H -4.5720 -2.5072 -2.7529 0.0916 0.0973 0.1404
H -3.0622 0.1041 -2.7232 0.0271 0.0362 -0.0801
H -3.6579 -0.8768 -4.0397 -0.0091 0.0121 -0.0995
H -2.2766 -1.4299 -3.0918 0.1352 -0.0012 -0.0616
H -5.2216 0.0752 -1.2832 0.0029 0.0719 0.0261
H -6.1196 -1.4345 -1.1483 -0.0736 0.0167 0.0345
H -5.9963 -0.6128 -2.7034 -0.0361 0.0716 -0.0646
H -3.5979 0.2235 -0.1511 -0.0194 -0.2590 -0.3613
H -4.1476 2.0999 -1.2765 -0.1052 -0.0604 0.0273
H -3.6396 4.1275 -2.5332 -0.0577 0.0150 0.0076
H -1.2754 4.7313 -2.9940 0.0652 0.1103 0.0350
H 0.5353 3.3595 -2.0703 0.0313 0.0248 0.0021
H 2.8259 4.0884 1.6698 0.0143 0.0732 0.0721
H 4.8691 3.4556 0.4658 0.1267 0.0784 0.0217
H 4.7938 1.7593 -1.2927 0.0999 -0.0817 -0.0737
H 1.7855 -0.3154 -1.9298 0.1737 0.1679 -0.1171
H 4.6844 0.1475 -2.7597 0.1655 -0.0086 -0.0947
H 3.7211 -1.3214 -2.9412 0.0584 -0.0655 -0.1140
H 4.1973 -0.7744 -1.3277 0.1129 -0.0952 0.0471
H 3.0164 1.7688 -3.8096 0.0677 0.0682 -0.0061
H 1.2954 1.5371 -3.4829 -0.0867 0.0634 -0.0671
H 2.2087 0.2947 -4.3429 -0.0256 -0.0804 -0.0835
H -0.5206 2.5579 1.0519 0.1672 0.1198 0.0274
H 0.7766 5.2886 1.4591 0.0918 0.1294 0.0552
H -0.9450 4.9133 1.5490 -0.0976 0.0762 0.0621
H -0.0978 4.8166 0.0010 -0.0320 0.0943 -0.0073
H 1.2951 3.5873 3.2694 0.0845 0.1001 0.0578
H 0.7452 1.9148 3.0660 0.0237 -0.0167 0.0918
H -0.4248 3.2005 3.3685 -0.0542 0.0634 0.1285
```
Forces are in eV/Å.

Results
E_HOMO = -7.606 eV
molar mass = 737.8 g mol⁻¹
orbital gap = 6.4665 eV
charge = 0

Quick look at the Mulliken charges, all values in e: 1.17 -1.70 1.91 -1.88 -0.44 0.15 -0.73 -0.84 0.45 0.53 0.07 0.43 0.41 0.39 0.29 -1.75 3.28 -1.18 0.09 -0.16 -1.32 -0.94 0.63 0.23 -1.61 -1.31 0.51 -0.20 -1.07 0.82 -0.54 -1.01 -0.74 -1.12 0.70 0.23 -0.78 1.17 -0.20 -1.61 -0.39 0.48 1.17 -1.87 -1.49 0.75 -1.68 -1.44 0.39 0.37 0.39 -1.97 0.46 0.24 0.24 0.43 0.41 0.41 0.66 0.25 0.56 0.35 0.25 0.39 0.38 0.99 0.27 0.40 0.46 0.59 0.37 0.37 0.36 -0.03 0.40 0.42 0.37 0.26 0.28 0.47 -0.11 0.36 0.44 0.37 0.33 0.07 0.48

2.
C35H47BrFeN4P2 | ωB97M-V/def2-TZVPD

The geometry in XYZ format:
```
90
Properties=species:S:1:pos:R:3:forces:R:3
N -5.2641 3.5060 -4.2939 -0.0130 0.5920 -0.2909
C -5.2717 3.8567 -3.0086 0.1138 -0.8900 -0.0072
C -4.5790 3.1208 -2.0395 0.5547 -0.1123 -0.1962
C -3.7321 2.0507 -2.4380 -1.5110 -0.1560 -1.3641
C -3.8262 1.6542 -3.8015 -0.0420 0.8161 0.3119
C -4.5618 2.4499 -4.6935 0.1132 -0.7818 0.7495
C -2.6995 1.5660 -1.5416 1.4408 -0.2479 -0.1734
Fe -1.0672 -0.0224 -0.6539 -0.3044 0.0256 -1.1437
P 3.9092 -0.7104 -0.4107 -0.7150 2.1246 -0.4652
C -1.3694 1.3027 -2.0573 -1.0507 0.8507 -0.0726
C -0.2141 2.1794 -1.7139 -0.1259 -0.5462 0.0459
C 0.9773 2.0149 -2.4436 0.0077 -0.2662 0.5502
C 2.0580 2.8640 -2.2325 -0.2027 0.2587 0.3242
C 1.9583 3.9099 -1.2817 -1.3544 -1.3518 -0.2418
C 0.8045 4.0032 -0.4725 0.1364 -0.3272 -0.2652
C -0.2875 3.1672 -0.7175 0.2846 -0.1398 0.5690
Br 3.2881 5.1656 -1.1044 0.8406 0.4688 0.1414
H -2.8613 1.8363 -0.4979 0.4099 0.5330 -0.2220
H -1.2913 0.8005 -3.0338 -0.2011 0.7292 0.1209
H -4.6268 3.4500 -1.0042 0.1727 -0.0814 -0.0933
H -3.2937 0.7817 -4.1713 0.0400 0.1875 0.0269
H -5.8609 4.7413 -2.7395 0.2154 -0.4163 -0.0741
H -4.5886 2.1920 -5.7607 -0.0840 0.1789 0.4754
H 1.0320 1.1525 -3.1270 0.0930 0.6582 0.0894
H -1.1851 3.2168 -0.0713 0.6113 0.2023 -0.5869
H 2.9738 2.6787 -2.7920 -0.1211 0.4470 0.0135
H 0.7788 4.7026 0.3672 -0.0301 -0.0263 -0.4965
P -1.0786 -2.2958 -1.0942 0.4598 0.8261 -0.4655
C 4.3885 1.0572 -0.2589 0.8123 -0.1741 0.7094
C 5.8428 1.3141 -0.7003 0.1263 0.0867 0.0237
H 4.2727 1.3324 0.8049 0.0117 -0.1069 -0.3772
H 3.6791 1.6648 -0.8448 -0.0303 -0.4337 0.1275
H 6.0833 2.3833 -0.5980 -0.1280 -0.3963 -0.0637
H 6.5356 0.7453 -0.0630 -0.1449 0.2199 -0.2640
H 6.0108 1.0258 -1.7475 -0.0345 0.0983 0.2679
C 3.4206 -0.9136 -2.1530 0.1932 -0.6913 -0.2644
C 4.4505 -1.7818 -2.9122 0.1517 -0.2263 -0.2587
H 3.3576 0.0870 -2.6064 0.0206 -0.1826 0.3340
H 2.4247 -1.3784 -2.1812 0.2979 0.1984 -0.0036
H 4.1345 -1.9041 -3.9571 0.0675 0.0611 0.3133
H 5.4527 -1.3235 -2.9254 -0.4038 -0.1159 0.0616
H 4.5461 -2.7869 -2.4715 -0.0749 0.3650 -0.1399
C 2.6467 -1.0174 0.8531 -0.0486 -0.7208 0.0573
C 3.3131 -1.6209 2.1094 0.1921 -0.0828 0.3247
H 1.9130 -1.7139 0.4254 0.1125 0.1500 0.0977
H 2.1413 -0.0715 1.0877 0.1489 -0.1082 -0.2795
H 2.5820 -2.1868 2.7037 0.2219 0.2041 -0.1935
H 4.1367 -2.3024 1.8358 -0.4075 0.1672 0.2068
H 3.7368 -0.8357 2.7545 -0.1106 -0.2578 -0.2561
C -0.9148 -3.0743 0.5429 -0.4034 -0.1954 0.0522
C -1.6913 -4.3851 0.6689 0.1495 -0.2600 0.4851
H -1.2587 -2.3314 1.2811 0.0735 -0.3502 -0.1344
H 0.1651 -3.2107 0.7254 -0.2973 -0.0195 -0.1642
H -2.7511 -4.1867 0.8832 0.3093 -0.1461 -0.1887
H -1.6123 -5.0134 -0.2317 -0.0205 0.1876 0.3269
H -1.2759 -4.9443 1.5165 -0.2893 -0.0773 -0.2199
C 0.2763 -3.0099 -2.1103 -0.4446 -0.5238 0.0748
C 0.2366 -2.5291 -3.5605 0.1510 0.0967 -0.3157
H 0.2233 -4.1116 -2.0573 0.1204 0.3331 -0.0842
H 1.2099 -2.6992 -1.6162 -0.3041 -0.2331 -0.0610
H -0.6479 -2.9051 -4.0991 0.3660 0.1027 0.2293
H 0.2253 -1.4269 -3.6314 -0.0309 -0.3273 0.0882
H 1.1293 -2.8822 -4.0981 -0.3144 0.0696 0.0844
C -2.6820 -2.6528 -1.9268 0.3122 -0.8037 -0.0769
C -3.8992 -2.0440 -1.2325 -0.2729 0.1103 0.0429
H -2.7975 -3.7493 -2.0388 0.0185 0.4850 -0.0143
H -2.5853 -2.2242 -2.9405 0.0209 -0.2234 0.3607
H -4.8129 -2.4813 -1.6493 0.1640 0.0917 0.0751
H -3.9228 -2.2253 -0.1533 0.0843 -0.0896 -0.0868
H -3.9578 -0.9619 -1.3925 0.0904 -0.1367 0.0198
N 1.2914 0.7519 9.7121 -0.8577 -0.2539 -2.7693
C 0.9280 0.6495 8.6017 1.0193 0.2268 2.6668
C 0.4349 0.5258 7.2587 -0.2550 -0.0615 -0.5259
C -0.9140 0.2173 7.0681 -0.1871 0.0032 -0.4384
C -1.4519 0.1502 5.7830 0.4800 0.0947 0.1737
C -0.6328 0.3858 4.6708 0.3143 0.0309 1.1536
C 0.7373 0.6343 4.8413 -0.1814 -0.0863 0.3580
C 1.2590 0.7096 6.1405 0.0048 0.0418 -0.2729
N -1.2193 0.3557 3.3862 -0.7140 0.0210 -1.3001
C -2.5664 0.0651 3.1138 0.7567 0.2248 0.3230
C -2.7415 0.1193 1.7749 1.1883 -0.1672 -0.0144
N -1.4894 0.3708 1.1796 0.1782 1.0834 2.7202
C -0.6116 0.5900 2.1914 -1.5798 -0.7441 -0.5091
H -1.5576 0.0362 7.9224 0.1122 0.0570 -0.0748
H -2.5060 -0.0878 5.6692 0.3066 0.1166 0.1197
H 1.3971 0.7568 3.9734 -0.2599 0.0331 0.5158
H 2.3174 0.9195 6.2976 -0.3003 -0.0471 -0.1103
H -3.2654 -0.1441 3.9018 -0.0383 0.0613 -0.1226
H -3.6701 -0.0110 1.2308 0.3856 -0.0365 -0.1049
H 0.4142 0.9457 2.0769 -0.5673 -0.2983 0.0357
```
Forces are in eV/Å.

Results
E_HOMO (alpha / beta) = -12.297 / -12.256 eV
molar mass = 721.5 g mol⁻¹
orbital gap (alpha / beta) = 6.6687 / 3.2937 eV
2S+1 = 5
charge = +2
<S²> = 6.36
relative energy (zero: lowest compared OMol25 entry of this formula, charge and spin) = 0.137 eV

Quick look at the Mulliken charges, all values in e: -0.56 -0.46 -0.51 1.00 -0.13 -0.53 -1.13 0.07 0.03 -0.94 0.37 -0.26 -0.63 0.18 -0.69 -0.31 -0.06 0.44 0.86 0.41 0.37 0.36 0.35 0.43 0.42 0.64 0.47 0.42 0.40 -1.29 0.48 -0.47 0.38 0.39 0.33 1.11 -1.46 0.20 -0.79 0.43 0.36 0.41 1.94 -1.44 -0.94 -0.49 0.38 0.48 0.37 0.05 -1.42 0.02 0.31 0.33 0.32 0.42 -0.38 -1.23 0.54 0.18 0.39 0.22 0.41 -0.52 -0.97 0.55 0.37 0.46 0.18 0.01 -0.43 -0.07 0.39 -1.09 -0.59 1.95 -0.40 -1.01 0.36 -0.39 -1.22 0.58 -0.61 0.46 0.31 0.22 0.45 0.44 0.54 0.44

3.
C35H47BrN4P2V | ωB97M-V/def2-TZVPD

The geometry in XYZ format:
```
90
Properties=species:S:1:pos:R:3:forces:R:3
N -5.5382 -2.0409 3.9657 0.2551 -0.4717 0.3241
C -4.6929 -1.2283 4.6100 -0.5423 0.3937 -0.6333
C -4.2734 -0.0232 4.0371 0.2080 -0.2069 -0.5319
C -4.6458 0.2682 2.7009 -0.8724 -0.8906 0.8887
C -5.6294 -0.5522 2.1017 0.3260 -0.4461 0.4761
C -6.0161 -1.7200 2.7610 0.1662 0.7584 0.2693
C -3.9152 1.2208 1.9048 0.0025 0.9194 -0.6613
V 0.6008 1.1199 -0.9974 3.5107 -1.2967 0.3009
P 3.3590 0.5402 -1.6579 -0.5426 -0.3043 -0.1247
C -4.1420 1.3643 0.5706 -1.0648 0.4634 0.6573
C -3.2233 1.9607 -0.3367 -0.0221 0.2964 0.1606
C -3.1423 1.4502 -1.6641 0.9357 0.0339 -0.2711
C -1.9008 1.5204 -2.3083 -1.0565 1.3846 0.7450
C -0.9193 2.1793 -1.5500 -0.2680 0.5945 -0.8924
C -1.0886 3.0214 -0.4324 -0.9972 0.2275 -0.7635
C -2.3297 2.9248 0.1815 0.8174 -0.0830 -0.2357
Br 1.5300 2.6510 -2.7856 -1.9953 0.5474 0.5372
H -3.1129 1.7868 2.4097 -0.1787 -0.5882 -0.3819
H -5.0657 1.0123 0.1278 0.2303 -0.6098 0.0419
H -3.6163 0.6354 4.6074 0.0234 -0.1397 -0.3179
H -6.0482 -0.3456 1.1219 0.1866 -0.0828 0.1545
H -4.3271 -1.5389 5.5992 -0.3472 0.1216 -0.4736
H -6.7216 -2.4147 2.2940 0.2188 0.2345 0.2822
H -3.9936 0.9088 -2.0929 0.4018 0.1162 0.2331
H -2.6285 3.5113 1.0618 0.3240 -0.3336 -0.4225
H -1.6702 1.1839 -3.3133 -0.1665 -0.1977 0.2290
H -0.3261 3.7550 -0.2041 0.0738 -0.0654 0.3185
P -0.2846 -1.2431 -1.3083 -0.5952 -1.2859 0.2913
C 4.1443 2.1117 -1.0754 -0.2144 0.2601 0.2102
C 5.0499 2.8795 -2.0378 0.3236 0.4700 -0.0475
H 4.6963 1.8510 -0.1576 -0.2246 0.0638 -0.2307
H 3.3075 2.7692 -0.7769 0.4749 -0.3237 -0.0067
H 5.2244 3.9002 -1.6692 -0.0595 -0.3077 0.0841
H 6.0376 2.4081 -2.1362 -0.3580 0.0757 -0.1071
H 4.6012 2.9984 -3.0313 0.0852 -0.0062 0.3559
C 3.4012 0.2641 -3.4875 -0.6567 0.4414 -0.2265
C 4.6779 0.5567 -4.2643 0.4218 -0.0320 -0.5671
H 2.5760 0.8787 -3.8967 0.6544 -0.6881 0.0252
H 3.1025 -0.7917 -3.6245 0.0901 0.3168 0.1546
H 4.4424 0.5991 -5.3378 0.0518 -0.1307 0.2810
H 5.1264 1.5228 -4.0167 -0.1259 -0.4755 -0.0998
H 5.4382 -0.2218 -4.1346 -0.1928 0.1773 -0.0390
C 4.5382 -0.7700 -1.1527 -0.3988 -0.1910 0.2708
C 5.9997 -0.3625 -1.2563 0.4993 -0.1705 0.0186
H 4.3304 -1.6255 -1.8134 0.0987 0.1871 0.2595
H 4.2672 -1.0736 -0.1304 0.3564 -0.0561 -0.1778
H 6.6331 -1.2098 -0.9759 -0.0560 0.1311 0.0298
H 6.2805 -0.0918 -2.2808 -0.1134 0.0224 0.3609
H 6.2464 0.4687 -0.5880 -0.0070 -0.1767 -0.1493
C 0.4830 -2.7254 -0.5078 0.1763 0.3271 0.4405
C 1.7458 -3.2522 -1.1547 0.2192 -0.2744 0.0542
H -0.3024 -3.4993 -0.5404 0.1795 0.2998 -0.0179
H 0.6396 -2.4887 0.5534 0.0784 -0.1364 -0.2894
H 2.1021 -4.1037 -0.5699 0.1287 0.0935 -0.0850
H 1.5635 -3.6273 -2.1641 0.0739 0.1169 0.0622
H 2.5406 -2.5046 -1.1994 -0.0883 -0.0759 0.0287
C -0.4947 -2.0193 -2.9686 0.2181 0.2049 -0.3094
C -1.7869 -1.7750 -3.7345 -0.2134 0.0129 -0.2980
H -0.3953 -3.1030 -2.8096 0.0299 0.3410 0.0533
H 0.3728 -1.6968 -3.5659 -0.2227 -0.2069 0.0467
H -1.8097 -2.4628 -4.5908 -0.0446 0.2779 0.1659
H -2.6834 -1.9857 -3.1389 0.2181 0.0779 -0.0811
H -1.8561 -0.7570 -4.1278 -0.0376 -0.1787 0.0173
C -1.9318 -1.4995 -0.5054 -0.3108 0.2980 -0.4059
C -1.9098 -1.5997 1.0163 -0.1082 -0.0975 0.1825
H -2.3299 -2.4330 -0.9380 0.1004 0.3041 0.1214
H -2.5920 -0.6811 -0.8256 0.0942 -0.4365 0.1699
H -2.9331 -1.7299 1.3818 0.1143 0.0873 -0.0101
H -1.3435 -2.4676 1.3696 -0.0792 0.2235 -0.0668
H -1.5006 -0.6957 1.4804 -0.0355 -0.1120 -0.0131
N -0.9207 1.9958 9.7173 0.4556 -0.6656 -2.3094
C -0.7054 1.6867 8.6110 -0.6802 0.6850 2.5787
C -0.4364 1.3389 7.2525 0.1385 -0.2235 -0.5555
C -0.9008 2.1603 6.2175 0.3068 -0.1200 -0.3581
C -0.4966 1.9226 4.9009 0.0244 -0.4082 0.5199
C 0.2854 0.7958 4.6214 -0.0514 0.0863 1.1991
C 0.6778 -0.0870 5.6394 -0.3894 0.4673 0.1329
C 0.3290 0.2043 6.9626 0.2675 -0.2142 -0.4217
N 0.7330 0.5569 3.3050 0.1835 -0.4530 -2.2369
C 1.6599 -0.4143 2.8902 -0.4572 0.6685 -0.2126
C 1.7698 -0.3241 1.5385 -0.5304 0.6871 0.1063
N 0.9119 0.6934 1.0812 -0.2399 -0.2744 0.6455
C 0.2867 1.1737 2.1670 1.0978 -0.4740 0.0858
H -1.5507 2.9977 6.4494 0.2147 -0.0122 -0.0199
H -0.7656 2.6233 4.1179 -0.0521 -0.0651 0.1705
H 1.2517 -0.9849 5.4113 -0.1843 0.3089 0.1833
H 0.6768 -0.4562 7.7624 -0.2018 0.3301 -0.2629
H 2.1662 -1.0672 3.5722 0.0563 0.0136 0.1029
H 2.4018 -0.8891 0.8589 -0.2773 0.2167 0.2705
H -0.4174 1.9993 2.1552 0.1478 -0.3765 0.0172
```
Forces are in eV/Å.

Results
E_HOMO (alpha / beta) = -13.723 / -13.691 eV
molar mass = 716.6 g mol⁻¹
orbital gap (alpha / beta) = 6.8084 / 5.0285 eV
2S+1 = 4
charge = +2
<S²> = 3.80
relative energy (zero: lowest compared OMol25 entry of this formula, charge and spin) = 2.392 eV

Quick look at the Mulliken charges, all values in e: -0.56 -0.41 -0.44 0.40 -0.38 -0.43 0.38 0.27 0.58 -0.74 0.10 -1.00 -0.98 0.93 -1.00 -0.29 -0.28 0.05 0.55 0.45 0.32 0.38 0.38 0.40 0.93 0.82 0.64 2.15 -0.45 -1.53 0.62 0.45 0.44 0.31 0.32 -0.22 -1.46 0.41 0.22 0.43 0.22 0.33 -0.60 -1.31 0.46 0.32 0.43 0.22 0.30 -1.34 -1.55 0.69 0.50 0.44 0.35 0.26 -0.79 -1.24 0.53 0.28 0.45 0.25 0.26 -0.51 -1.02 0.71 -0.17 0.20 0.46 -0.02 -0.43 -0.11 0.41 -1.07 -0.47 1.75 -0.58 -0.99 0.46 -0.50 -1.47 1.09 -0.46 0.48 0.48 0.31 0.46 0.48 0.31 -0.06